Here is a 2-piece molecular cluster, C9H7F3N2O overall at a distorted geometry from the OMol25 dataset. Energies are from the ωB97M-V functional and the def2-TZVPD basis.

Structure (XYZ):
```
22
Properties=species:S:1:pos:R:3:forces:R:3:lowdin_charge:R:1
O -0.098250 -3.214348 -0.094600 0.915 0.066 -0.680 -0.01
N -0.755976 -2.187535 0.073514 -1.129 -0.707 1.459 -0.19
N -0.527005 -1.001723 0.338965 -0.072 0.669 -0.927 0.08
C 0.686265 -0.390527 0.265104 1.652 0.496 0.737 -0.26
C 1.964231 -0.931270 0.053505 1.610 -2.022 -0.440 -0.03
C 3.114883 -0.171729 0.277708 -1.037 0.874 0.478 -0.07
C 2.954325 1.198495 0.660115 1.230 -3.182 -0.645 -0.08
C 1.699144 1.693676 0.831144 -0.619 2.759 -0.507 -0.10
C 0.557341 0.955959 0.633081 0.762 -1.104 -0.625 -0.01
H -1.745074 -2.264908 0.259443 -0.982 -1.095 -0.370 0.16
H 2.239988 -2.001659 -0.272309 -1.389 1.671 0.652 0.13
H 4.074831 -0.709191 0.221696 -0.402 0.763 -0.137 0.11
H 3.863248 1.740291 0.769120 0.263 0.815 0.261 0.09
H 1.624655 2.795374 0.925618 -0.153 -0.769 0.415 0.12
H -0.454942 1.303152 0.630442 -0.102 0.616 0.470 0.09
C -2.010697 -0.057876 -2.335993 -0.270 0.672 1.144 0.18
C -2.458729 0.335311 -1.299268 -0.294 -0.381 1.027 0.00
C -3.122134 0.660882 -0.010526 -0.975 2.641 0.024 -0.56
F -2.710343 1.928781 0.478736 -0.444 -1.819 -1.063 0.06
F -4.468570 0.788201 -0.262425 1.150 -0.198 0.343 0.10
F -2.980050 -0.146297 1.023854 -0.080 -0.390 -0.555 0.15
H -1.447145 -0.323064 -3.166915 0.367 -0.375 -1.061 0.04
```
Positions in Å, forces in eV/Å.

The HOMO energy (spin up / spin down) comes out at -8.81 / -8.80 eV. As for the energy relative to the best compared isomer or geometry (same formula, charge and spin): 82.6 kcal/mol. The value obtained for the total energy is -831.3118 hartree. The calculation puts the molar mass at 216.162 g/mol. Its SMILES is [O-]/[NH+]=N\c1ccccc1.C#CC(F)(F)F.